# 1
ORCA calculation (ωB97M-V/def2-TZVPD) on C55H55AsCsF5O3P2S5 as an isolated structure at a distorted geometry.

Results
Kohn-Sham gap	6.26	eV
multiplicity	1
highest occupied orbital energy	-3.0	eV
E	-211803.4394	eV
total charge	-2
energy relative to the best compared isomer or geometry (same formula, charge and spin)	34.3	kcal per mole

XYZ file:
```
127
C55H55AsCsF5O3P2S5 ωB97M-V/def2-TZVPD
C -1.1444 -2.0757 4.7200
H -4.6675 4.7336 2.4298
C -0.2625 3.9228 5.0149
H -1.7051 4.5223 -0.6508
H -4.4499 -2.8468 1.9820
S -4.4891 -2.1451 -4.4774
C -3.5580 -4.5175 -2.3212
C -3.9578 0.8274 -0.3895
H 4.2221 -0.6463 -0.8711
C -2.7125 1.0369 0.1906
H -5.8542 0.8525 2.4221
C -0.4370 -4.0124 1.9875
C 1.0428 3.8721 2.9986
H 1.5551 -2.2320 -6.5509
C 2.1147 8.6429 0.5261
C 3.0974 3.8906 -2.1147
S -1.6993 -0.8736 -2.8507
P -1.2902 -2.3722 1.9535
H -2.9365 -1.5812 0.4286
C 0.5628 -2.6594 -6.4682
H -4.2608 -6.1282 -1.0867
C -0.1833 4.0551 3.6348
F 7.0867 -3.7705 2.6768
H 2.8879 2.3912 -4.2748
H 1.6787 0.4239 -5.0411
O -1.1305 1.0387 3.4404
H 0.2794 0.7915 -4.0662
C 1.2419 6.5615 -0.3082
C 1.9759 6.7114 1.9650
H 5.1443 3.5404 -1.6380
H 2.1305 6.2677 2.9410
C -1.9615 4.5442 0.4015
C -3.9413 -3.3346 1.1471
C 1.5713 7.8949 -0.5107
H 0.0758 -1.5671 -4.6714
Cs 1.3031 -0.2457 1.1971
F 2.4301 -4.3081 -0.0886
C 2.0938 3.4147 5.1021
H -2.9312 4.4058 4.1491
H 1.3132 2.8528 -4.8729
C -2.5850 1.1507 1.5693
H 3.3782 4.6357 -2.8660
H 3.1209 3.3595 3.2165
H -1.5085 -4.8544 -7.9927
H -6.0610 0.5885 -0.0390
H -4.5417 -4.2192 -2.6650
H -0.3592 -2.8374 4.7326
H 3.9505 0.6351 -3.6504
H 4.5334 2.4628 -2.8669
H -2.7069 -3.2374 3.7620
C -1.0145 -5.2465 -1.4685
C 3.5784 -4.1382 0.5944
C 3.9617 -2.8343 0.9769
C 1.4308 5.9539 0.9331
H -2.1065 -5.4168 2.0826
As 0.9129 4.0333 1.0625
C 0.8749 3.6087 5.7429
C 0.1206 -3.5871 -7.3970
C -0.2633 -2.2802 -5.4138
C -1.1548 -4.1301 -7.2684
H -4.6383 -3.3510 0.3057
S 1.9022 -0.1830 -2.7309
H -3.7554 -4.3706 1.4312
C -3.2882 4.6883 0.7893
F 5.6541 -1.5859 2.1003
O -0.2507 1.5360 1.4484
C -4.9740 0.9078 1.7908
C -3.6281 4.6539 2.1370
H 2.7381 8.6171 2.5798
H 0.8319 5.9957 -1.1408
C -2.1262 -5.9550 -1.0170
C -1.9759 -3.7449 -6.2212
C -2.6701 -2.5893 0.7505
H -0.0217 -5.5121 -1.1331
H -2.8579 -1.5027 3.5313
H -1.9986 -6.7833 -0.3304
H -2.2235 -3.0377 -0.1446
C 5.9350 -3.9038 1.9824
S 1.4906 3.1807 -2.5068
C -1.5376 -2.8149 -5.2784
H -0.5532 -6.1329 2.4696
C 3.6974 -0.1211 -2.9055
F 6.2494 -6.2632 1.8730
H -3.5973 1.1630 3.4391
P -2.6055 -2.3284 -3.8521
C -1.1539 -5.2242 2.5750
F 3.8990 -6.4798 0.4926
C 5.5190 -5.1604 1.5836
C -1.2206 1.2699 2.2224
C 1.3703 0.8624 -4.0860
C -0.9882 4.3756 1.3713
S 4.0205 1.6422 -0.6952
C 1.8204 2.3302 -4.0581
H -0.6768 -1.0953 4.6158
H -1.3534 -5.0913 3.6400
H -1.8221 1.0664 -0.4242
C 4.2774 2.9355 -1.9176
C -5.0923 0.7684 0.4105
H -0.3258 -3.5898 -2.6345
H 0.7628 -3.8876 -8.2164
C 2.1776 3.5395 3.7200
C 5.1841 -2.7828 1.6826
C -2.6508 4.4709 3.1046
C -1.3221 4.3277 2.7240
H -1.2131 4.0304 5.5223
H 2.9737 3.1442 5.6724
H 2.3768 9.6820 0.3714
H 2.9179 4.4488 -1.1931
H -4.0241 0.6607 -1.4572
H -2.9776 -4.1500 -6.1361
C -1.1868 -4.1696 -2.3213
C -3.7242 1.0878 2.3664
C 4.4500 0.1399 -1.5985
O 3.2532 -1.7925 0.7194
C 2.3181 8.0448 1.7612
H 1.4043 8.3460 -1.4814
H 5.5256 0.1015 -1.7898
H 0.5126 -3.8553 2.5108
H -1.6362 -2.1135 5.6954
H 4.0583 -1.0747 -3.3001
H 0.8080 3.4852 6.8168
C 4.3287 -5.2618 0.8864
C -3.3924 -5.5857 -1.4419
H -0.1366 -4.2085 0.9549
C -2.1347 -2.3211 3.5861
H -4.0589 4.7897 0.0360
C -2.4597 -3.7937 -2.7585
```



# 2
ORCA calculation (ωB97M-V/def2-TZVPD) on a 11-piece molecular cluster, C55H55N11 overall at a distorted geometry.

Results
Kohn-Sham gap	9.46	eV
multiplicity	1
highest occupied orbital energy	-9.4	eV
E	-74311.9476	eV
SMILES	c1ccncc1.c1ccncc1.c1ccncc1.c1ccncc1.c1ccncc1.c1ccncc1.c1ccncc1.c1ccncc1.c1ccncc1.c1ccncc1.c1ccncc1
energy relative to the best compared isomer or geometry (same formula, charge and spin)	91.0	kcal per mole

XYZ file:
```
121
C55H55N11 ωB97M-V/def2-TZVPD
C -4.9334 -6.2586 3.9139
H 2.5626 -2.4362 -4.4218
H 5.7091 -1.3851 10.0059
H 4.8428 -0.9874 5.7971
H -5.8149 -3.3596 -4.7221
H -3.3335 1.4033 5.6785
H 3.2120 5.3958 1.5330
C -4.2205 0.3844 8.6644
N -0.9277 0.3735 -0.9431
N 1.8170 6.6981 -4.2331
C 1.9530 -3.5067 -6.1090
C -0.4497 0.6260 0.2588
C -2.3030 0.5117 -8.5691
H -3.4124 -3.3027 4.4976
C 2.4577 4.6741 -6.0776
H -2.4864 0.5737 -7.5065
C 3.1939 -3.1547 -8.1614
C -3.0338 0.2418 -10.8757
H -3.8435 0.2863 -11.5890
H 5.6358 1.1116 10.1555
C 5.0837 5.8108 2.5910
H -2.4119 5.9929 4.2876
H -5.6823 -4.9003 -2.8277
C 1.7566 4.3947 -4.8460
H 2.8524 -6.5133 3.3355
H -1.0592 0.8063 6.6547
N 4.6675 0.7681 6.9191
C 2.5935 6.9400 -5.3299
H -4.5116 -4.4765 2.6777
H -5.3064 -6.8743 3.1089
H 0.0945 -2.5490 1.4064
H 3.5040 -3.3696 -9.1733
C -5.1221 -5.1336 -3.7210
C 2.9663 5.9621 -6.2691
H 5.3312 -5.5866 -0.0541
C -2.9691 6.5457 3.5457
H -1.0153 -3.0047 -0.6405
C 4.4011 -5.9490 0.3583
N 5.9436 6.7640 3.0045
H 0.9989 5.0740 -3.0249
C -1.8232 0.3273 8.5677
N -4.3875 0.8717 7.4120
C -3.0541 7.3742 1.3676
N -2.3602 6.6378 2.2791
H 1.6186 -4.6567 -7.9409
H 1.1841 -4.0248 -5.5551
C -4.8437 -6.7835 5.1687
C -4.8387 7.8887 2.9231
H 6.4958 8.7601 2.7104
N 2.0444 -6.9010 1.5079
H 4.4217 9.3981 1.4018
H -5.7661 8.3978 3.1404
C -4.4904 -4.4955 -5.9793
H -1.6496 -1.1741 -2.1351
C -3.3308 0.3811 -9.5120
C -3.0022 0.1099 9.2896
H -4.3704 0.4979 -9.2438
C -0.7403 0.3354 -10.4169
C 5.2703 -1.4207 7.8393
H 1.4495 3.3698 -4.6986
H 5.1090 -5.6885 2.3465
C -3.7196 -5.6804 -6.0291
H -3.2384 -4.4708 6.7629
C -3.7710 -4.9023 5.9283
C -1.0329 -0.9420 -1.2795
C 1.5309 5.3679 -3.9176
C -4.3296 -6.2698 -3.8803
N -4.1243 -6.1880 6.1730
H -3.1932 -0.2149 10.3017
C 2.1902 -3.8845 -7.4475
C -4.4667 -4.9499 3.6474
C -0.7127 -1.9932 -0.4134
H 0.4911 -0.0241 2.0609
H 4.2219 -1.0045 -5.8390
H 3.3557 -6.3960 -1.4866
H -3.3553 -5.9713 -7.0033
H 5.4786 -2.4734 7.7176
H 1.4100 -7.2358 -0.4144
C 5.7504 8.0025 2.5186
N -3.6326 -6.5078 -4.9899
C 2.1695 -6.7522 0.1820
H -4.5307 7.2143 4.8923
N 3.8931 -2.1903 -7.5169
C -3.2226 1.0646 6.6980
C -4.1991 7.1574 3.8661
C 5.4445 -0.8264 9.1204
C 3.5898 7.4536 1.5848
C -4.3083 7.9666 1.6069
H 4.6706 2.3131 8.2244
C -5.2081 -4.2484 -4.8118
C 3.6386 -1.8177 -6.2451
H -4.8048 8.4415 0.7737
C 3.9077 6.1398 1.8921
H 5.1150 4.7530 2.8062
H 2.7133 3.9682 -6.8539
C 4.9687 1.2789 8.1354
C 4.2379 -5.8776 1.7368
C 4.6117 8.4175 1.8125
C 3.3298 -6.3556 -0.4076
H -4.5461 -3.7777 -6.7843
C 4.8657 -0.5723 6.7939
C -0.0283 -0.3335 1.1659
C 2.6885 -2.5767 -5.4852
C -3.8235 -4.2803 4.7016
N -1.7449 0.2432 -11.3368
H -5.1664 0.1858 9.1463
H -2.6229 7.4781 0.3829
C -0.1496 -1.6800 0.8133
C -0.9535 0.4721 -9.0121
H -0.3974 1.6821 0.4786
H -4.2661 -6.8587 -2.9773
C -1.9655 0.7945 7.2420
H -5.3242 -7.7299 5.3683
C 5.3663 0.5701 9.2608
H 3.6339 6.1933 -7.0859
C 3.0409 -6.3993 2.2782
H 0.2169 0.2578 -10.9112
H -0.8248 0.1138 8.9197
H 2.9462 7.9541 -5.4473
H 2.6778 7.7535 1.0902
H -0.1690 0.3522 -8.2796
```



# 3
ORCA calculation (ωB97M-V/def2-TZVPD) on C55H55N3S4V as an isolated structure at a distorted geometry.

Results
Kohn-Sham gap (spin up / spin down)	4.29 / 4.84	eV
multiplicity	4
highest occupied orbital energy (spin up / spin down)	0.0 / -0.6	eV
E	-131426.1834	eV
expectation value of S²	3.8681
total charge	-2

XYZ file:
```
118
C55H55N3S4V ωB97M-V/def2-TZVPD
C 0.7057 3.4130 0.2742
C -2.3528 2.6588 0.7990
C -0.1024 1.9482 5.3908
C -1.9222 3.3168 -3.4181
H 3.5825 3.4253 3.4599
C 0.4141 7.1898 -0.1008
H -3.2329 3.6344 2.5027
C 0.8443 2.1101 -4.3058
C -3.3590 -1.0628 -1.7199
H -0.0996 7.9896 -0.6250
C 1.6498 5.2030 1.2973
C 3.4947 5.5615 3.2577
C -3.3368 3.0589 -1.5063
H -0.7498 -4.3757 -3.0276
H -3.6035 0.8771 0.7122
C 2.0044 6.5158 1.6048
C 1.4853 2.9304 1.3516
C 2.7835 -2.4454 0.8251
H -4.0580 3.4522 -3.4834
S -0.6606 -0.2059 -2.0196
H -1.9178 0.6628 -4.2674
C -0.1637 -2.8878 -1.5922
N -0.0123 -2.5664 -0.3084
H -0.8082 1.9282 4.5663
H 1.4077 2.9588 4.2711
C -0.8117 -4.7001 0.3414
C -3.1869 3.2861 -2.8624
C 3.8092 -2.6211 -0.3018
C 3.0734 -1.2291 1.7179
H 4.2499 5.7114 4.0256
H 2.0760 -4.4657 1.1516
H -4.2529 0.7313 -5.0829
H -2.6795 1.0446 2.2144
S 2.7977 0.4253 -0.6080
H 3.7083 -1.8188 -1.0294
H 4.9764 -2.2178 2.0460
H 1.8296 2.2453 -4.7503
C -0.7927 3.0753 -2.6486
C -5.0065 -0.3497 -3.3725
C 3.3100 -0.8102 4.6988
C 3.1159 4.2563 2.9505
C -2.2348 2.8412 -0.6980
C 4.3847 0.7294 1.6598
H 3.2826 7.6740 2.9253
H -1.2983 -6.0509 -1.2578
C -0.9336 -5.0650 -0.9967
H 1.8460 4.7281 -4.1053
H 4.7368 -2.5760 4.5658
C -0.9572 2.7903 -1.2858
C -3.3696 3.6168 1.4228
C -0.3181 -2.8825 2.0365
H 1.2088 -1.1544 4.6206
H -1.1010 -5.3827 1.1282
S -3.0676 -1.9316 -0.2953
C 0.8013 4.5751 -3.8376
H 3.3364 2.1188 5.6563
C 1.6526 0.8446 2.5598
H 0.5223 5.3373 -3.1150
H 0.1916 4.7049 -4.7323
C 4.3115 -1.7088 4.0774
C -2.3713 -0.4163 -2.4995
H 4.8388 -2.6160 0.0598
H 6.0574 -0.1106 2.6813
C 4.9600 -0.1096 2.7575
H 1.3208 3.0252 -2.4353
H -1.3394 -2.8836 2.4244
H 3.6321 -3.5740 -0.8019
C -0.6209 -4.1392 -1.9799
H -6.0398 -0.3086 -3.6978
H -0.2366 1.0473 5.9858
C 2.7212 -3.7393 1.6453
H 5.2803 0.2115 5.0107
C -4.0118 0.2380 -4.1492
C 1.6422 0.9179 3.9169
S 0.1330 -1.0976 2.0575
H -3.2112 4.6242 1.0404
H -0.6619 5.6674 -1.1674
C 0.0925 5.8717 -0.4191
C 1.3322 2.0354 4.8545
C -2.6525 1.1978 1.1346
H 0.7983 1.1256 -3.8481
H 2.3482 -3.5516 2.6487
H 2.1455 3.0123 6.6034
C 4.3405 -1.5008 2.5637
H -0.1357 -2.0089 -3.5680
H -4.3956 3.3189 1.2144
H 3.7111 -4.1845 1.7427
H 0.3215 -3.4478 2.7103
C -4.6851 -0.9854 -2.2025
C 1.9634 -0.5517 4.0936
C 1.8663 -0.6850 2.5438
C 3.4945 0.0300 0.9394
C 2.9622 6.6796 2.6328
C 1.3471 7.5262 0.8649
H -5.4553 -1.4478 -1.5960
N 1.3527 1.5846 1.4995
C 2.3145 2.1068 6.0230
C 4.6341 -0.2332 4.2655
H 1.8231 -2.2627 0.3332
H 1.2135 -1.5109 -2.4797
C -0.3633 -3.4214 0.6363
C -2.7085 0.1996 -3.6937
H 2.1921 1.2477 6.6800
H -4.3269 3.0558 -1.0759
C 2.1497 4.0429 1.9664
N 0.1132 2.4530 -0.4629
C 0.7325 4.8497 0.2723
H 3.2568 -0.8958 5.7843
C 0.1559 -1.7887 -2.5385
H 0.0959 2.1715 -5.0944
H 4.7577 1.7071 1.4080
H -1.8215 3.5326 -4.4733
V 0.5085 0.7216 -0.0048
H -1.8684 0.5559 0.7156
C 0.5948 3.1786 -3.2424
H 1.5631 8.5685 1.0702
H -1.3794 2.8998 1.2432
H -0.3242 2.8148 6.0128
```



> Which value of E does entry 2 give?

-74311.9476 eV



> Look up the E of the second one.

-74311.9476 eV